# 1
{
  "formula": "C23H16BF4N2Os",
  "method": "wB97M-V/def2-TZVPD",
  "species": ["Os", "C", "C", "C", "C", "C", "C", "C", "C", "C", "C", "C", "C", "C", "C", "C", "N", "H", "H", "H", "H", "H", "H", "H", "H", "H", "H", "C", "C", "C", "C", "C", "C", "C", "C", "N", "H", "H", "H", "H", "H", "H", "F", "B", "F", "F", "F"],
  "xyz": [[-0.357, 0.935, 0.079], [0.543, 0.004, 4.054], [1.840, -0.497, 4.010], [2.441, -0.801, 2.800], [1.777, -0.546, 1.602], [0.458, -0.021, 1.640], [-0.146, 0.221, 2.874], [2.392, -0.716, 0.286], [3.635, -1.342, 0.046], [4.139, -1.371, -1.226], [3.437, -0.763, -2.285], [3.904, -0.706, -3.611], [3.174, -0.060, -4.572], [1.942, 0.542, -4.259], [1.443, 0.476, -2.989], [2.183, -0.160, -1.971], [1.713, -0.184, -0.719], [0.074, 0.234, 4.998], [2.387, -0.639, 4.928], [3.448, -1.190, 2.793], [-1.167, 0.594, 2.913], [4.184, -1.791, 0.856], [5.089, -1.841, -1.433], [4.851, -1.167, -3.849], [3.545, 0.002, -5.582], [1.394, 1.059, -5.030], [0.492, 0.924, -2.722], [-1.468, -0.711, -0.627], [-2.752, -0.528, 0.064], [-3.018, -1.244, 1.256], [-4.275, -1.257, 1.805], [-5.309, -0.530, 1.197], [-5.058, 0.225, 0.044], [-3.798, 0.229, -0.509], [-6.603, -0.580, 1.758], [-7.652, -0.645, 2.213], [-1.542, -0.545, -1.711], [-1.037, -1.696, -0.422], [-2.221, -1.808, 1.716], [-4.489, -1.826, 2.698], [-5.869, 0.777, -0.406], [-3.608, 0.791, -1.413], [-0.943, 2.803, -0.953], [-0.014, 3.753, -0.258], [-0.687, 4.362, 0.718], [0.897, 2.754, 0.357], [0.630, 4.482, -1.155]],
  "relative_energy_ev": 0.6941,
  "multiplicity": 5,
  "gap_ev": [7.883, 6.004],
  "total_charge": 1,
  "lumo_energy_ev": [-4.147, -6.237],
  "s2": 6.0495
}


# 2
{
  "formula": "C30H78IO29P7",
  "method": "wB97M-V/def2-TZVPD",
  "species": ["C", "C", "O", "P", "O", "C", "C", "C", "C", "C", "C", "C", "I", "O", "C", "O", "O", "C", "C", "H", "H", "H", "H", "H", "H", "H", "H", "H", "H", "H", "H", "H", "H", "H", "H", "H", "H", "H", "H", "H", "H", "H", "H", "C", "O", "P", "O", "O", "C", "O", "C", "H", "H", "H", "H", "H", "H", "H", "H", "H", "C", "O", "P", "O", "O", "C", "O", "C", "H", "H", "H", "H", "H", "H", "H", "H", "H", "C", "O", "P", "O", "O", "C", "O", "C", "H", "H", "H", "H", "H", "H", "H", "H", "H", "C", "O", "P", "O", "O", "C", "O", "C", "H", "H", "H", "H", "H", "H", "H", "H", "H", "C", "O", "P", "O", "O", "C", "O", "C", "H", "H", "H", "H", "H", "H", "H", "H", "H", "C", "O", "P", "O", "O", "C", "O", "C", "H", "H", "H", "H", "H", "H", "H", "H", "H"],
  "xyz": [[-1.673, -9.417, 2.601], [-0.513, -9.666, 1.640], [-0.814, -9.346, 0.273], [-0.500, -7.838, -0.207], [0.059, -7.932, -1.538], [-2.038, -6.852, -0.387], [-3.322, -7.687, -0.211], [-4.581, -6.804, -0.141], [-4.851, -6.188, 1.251], [-6.205, -6.531, 1.874], [-6.579, -8.020, 1.998], [-5.417, -8.995, 2.166], [-7.916, -8.689, 0.426], [-3.743, -6.407, 2.175], [-3.339, -5.239, 2.710], [-2.629, -4.487, 2.133], [0.587, -7.087, 0.709], [0.063, -6.313, 1.811], [0.999, -6.527, 3.015], [-1.375, -9.901, 3.535], [-2.577, -9.923, 2.281], [-1.815, -8.367, 2.842], [-0.361, -10.744, 1.661], [0.412, -9.230, 2.009], [-2.073, -6.000, 0.289], [-2.035, -6.451, -1.396], [-3.426, -8.361, -1.059], [-3.194, -8.306, 0.669], [-4.380, -5.985, -0.833], [-5.439, -7.333, -0.544], [-4.869, -5.111, 1.085], [-6.976, -6.037, 1.285], [-6.238, -6.060, 2.858], [-7.180, -8.107, 2.896], [-5.052, -9.323, 1.199], [-5.825, -9.891, 2.636], [-4.639, -8.633, 2.830], [-3.666, -4.946, 3.725], [0.039, -5.257, 1.546], [-0.960, -6.583, 2.063], [1.073, -5.581, 3.544], [1.964, -6.817, 2.618], [0.585, -7.293, 3.664], [-2.321, -1.575, 2.716], [-1.387, -0.518, 2.523], [0.252, -1.007, 2.655], [0.199, -1.067, 4.163], [0.666, 0.476, 2.121], [-0.016, 1.638, 2.589], [1.842, -1.488, 2.545], [2.897, -0.611, 2.936], [-3.321, -1.196, 2.505], [-2.104, -2.387, 2.036], [-2.284, -1.932, 3.746], [-0.388, 1.505, 3.605], [-0.842, 1.882, 1.922], [0.691, 2.468, 2.579], [2.666, -0.139, 3.892], [3.088, 0.147, 2.184], [3.796, -1.215, 3.049], [-3.125, 0.748, -0.490], [-3.676, 1.731, -1.397], [-2.696, 2.963, -1.947], [-2.639, 3.825, -0.726], [-3.843, 3.407, -2.993], [-5.179, 3.605, -2.538], [-1.527, 3.646, -2.870], [-1.840, 4.902, -3.468], [-3.866, -0.034, -0.339], [-2.227, 0.303, -0.918], [-2.889, 1.206, 0.471], [-5.206, 3.936, -1.500], [-5.748, 2.683, -2.646], [-5.637, 4.370, -3.163], [-2.314, 5.570, -2.749], [-2.492, 4.758, -4.328], [-0.909, 5.351, -3.809], [9.012, 0.861, -0.185], [8.278, 1.912, 0.466], [6.615, 1.857, 0.313], [6.467, 2.314, -1.102], [6.455, 3.039, 1.399], [7.210, 4.242, 1.262], [5.106, 1.266, 0.611], [4.020, 2.176, 0.783], [10.057, 0.958, 0.099], [8.653, -0.117, 0.133], [8.924, 0.954, -1.268], [7.421, 4.468, 0.221], [8.143, 4.157, 1.822], [6.624, 5.056, 1.682], [4.029, 2.954, 0.019], [4.056, 2.629, 1.773], [3.094, 1.606, 0.700], [-8.849, -6.085, 6.408], [-7.970, -5.297, 7.234], [-6.508, -4.865, 6.559], [-5.785, -6.172, 6.643], [-6.196, -3.878, 7.797], [-6.318, -4.354, 9.136], [-5.515, -4.033, 5.548], [-4.268, -3.567, 6.061], [-9.797, -6.184, 6.930], [-9.026, -5.594, 5.452], [-8.424, -7.076, 6.244], [-6.111, -5.422, 9.204], [-7.318, -4.146, 9.512], [-5.597, -3.816, 9.749], [-3.766, -4.346, 6.636], [-4.411, -2.683, 6.677], [-3.641, -3.296, 5.212], [1.939, 4.764, -3.569], [2.152, 6.074, -3.002], [3.538, 6.870, -3.462], [4.546, 6.126, -2.653], [3.040, 8.225, -2.732], [2.590, 8.177, -1.381], [4.513, 7.694, -4.494], [5.271, 8.785, -3.994], [0.948, 4.431, -3.274], [1.987, 4.811, -4.656], [2.680, 4.056, -3.196], [3.085, 7.384, -0.819], [1.511, 8.030, -1.354], [2.822, 9.134, -0.916], [5.758, 8.533, -3.052], [4.639, 9.661, -3.860], [6.038, 9.027, -4.729], [4.523, 9.566, -8.011], [5.256, 10.219, -9.050], [6.763, 10.843, -8.598], [6.112, 12.003, -7.875], [7.128, 11.171, -10.141], [6.142, 11.727, -11.006], [8.287, 11.244, -8.067], [8.915, 12.386, -8.631], [3.627, 9.125, -8.442], [5.128, 8.777, -7.566], [4.233, 10.287, -7.246], [5.426, 12.341, -10.459], [5.619, 10.931, -11.533], [6.654, 12.351, -11.738], [8.218, 13.224, -8.673], [9.298, 12.168, -9.627], [9.752, 12.645, -7.985]],
  "gap_ev": 6.935,
  "lumo_energy_ev": -2.367
}


# 3
{
  "formula": "C5H10N5",
  "method": "wB97M-V/def2-TZVPD",
  "species": ["C", "C", "C", "C", "C", "N", "N", "N", "N", "N", "H", "H", "H", "H", "H", "H", "H", "H", "H", "H"],
  "xyz": [[0.062, 1.514, 0.489], [-1.716, 0.376, -0.817], [1.850, -2.445, 0.598], [0.659, -1.875, 0.739], [-0.952, 1.706, -0.534], [0.789, 0.440, 0.715], [-2.869, 0.418, -1.219], [-0.829, -0.700, -0.702], [0.321, 2.653, 1.138], [0.466, -0.637, -0.077], [2.272, -3.290, 1.108], [2.476, -1.882, -0.126], [0.000, -2.093, 1.539], [-1.652, 2.507, -0.289], [-0.683, 1.940, -1.574], [-3.358, -0.463, -1.218], [-1.107, -1.471, -1.276], [-0.365, 3.354, 1.117], [0.848, 2.587, 1.989], [1.461, -0.741, -0.946]],
  "relative_energy_ev": 3.9838,
  "gap_ev": 9.882,
  "total_charge": 1,
  "lumo_energy_ev": -3.978
}


# 4
{
  "formula": "C3H5NS",
  "method": "wB97M-V/def2-TZVPD",
  "species": ["C", "N", "S", "H", "H", "H", "C", "C", "H", "H"],
  "xyz": [[0.649, -0.864, 1.537], [-0.051, -1.052, 0.461], [-0.803, -2.402, -0.094], [1.141, 0.075, 1.715], [0.769, -1.671, 2.235], [-0.161, -0.236, -0.156], [-0.667, 1.990, -1.155], [-0.081, 1.072, -1.645], [-1.190, 2.789, -0.718], [0.394, 0.298, -2.181]],
  "relative_energy_ev": 3.2618,
  "gap_ev": [8.211, 8.212],
  "lumo_energy_ev": [0.264, 0.264]
}


# 5
{
  "formula": "C27H26GaN9O5S",
  "method": "wB97M-V/def2-TZVPD",
  "species": ["Ga", "O", "C", "O", "C", "C", "C", "N", "C", "C", "C", "O", "O", "H", "H", "H", "C", "C", "N", "C", "C", "C", "S", "N", "C", "O", "C", "C", "C", "C", "C", "C", "H", "H", "H", "H", "H", "H", "H", "H", "H", "H", "H", "H", "H", "H", "H", "N", "C", "N", "C", "N", "N", "C", "N", "C", "C", "C", "C", "C", "N", "H", "H", "H", "H", "H", "H", "H", "H"],
  "xyz": [[0.048, -0.853, 0.081], [-6.013, 1.313, -2.550], [-5.843, 0.925, -1.391], [-6.608, 0.876, -0.431], [-4.410, 0.484, -1.084], [-3.516, 0.253, -2.136], [-2.231, -0.155, -1.862], [-1.804, -0.330, -0.605], [-2.633, -0.067, 0.420], [-3.913, 0.343, 0.212], [-2.023, -0.286, 1.808], [-2.745, -0.343, 2.778], [-0.735, -0.446, 1.798], [-3.899, 0.461, -3.130], [-1.510, -0.312, -2.616], [-4.582, 0.529, 1.060], [2.961, 2.862, 3.831], [1.743, 1.998, 3.836], [1.945, 0.673, 3.191], [2.150, -0.467, 4.069], [0.846, -1.035, 4.624], [1.900, 0.605, 1.874], [2.202, -0.928, 1.021], [1.800, 1.780, 1.235], [1.312, 1.868, 0.030], [0.636, 0.970, -0.595], [1.480, 3.100, -0.785], [0.755, 3.209, -1.968], [0.892, 4.344, -2.760], [1.752, 5.371, -2.381], [2.436, 5.308, -1.155], [2.312, 4.161, -0.395], [2.857, 3.744, 4.456], [3.242, 3.159, 2.846], [3.807, 2.316, 4.230], [0.893, 2.468, 3.378], [1.425, 1.739, 4.860], [2.758, -0.109, 4.878], [2.706, -1.242, 3.480], [0.159, -0.256, 4.979], [1.132, -1.664, 5.468], [0.288, -1.603, 3.880], [0.040, 2.418, -2.200], [0.293, 4.401, -3.640], [1.866, 6.260, -2.992], [3.002, 6.132, -0.817], [2.847, 4.105, 0.538], [1.522, 0.129, -2.990], [0.908, -1.043, -3.025], [0.759, -1.626, -4.235], [0.253, -2.849, -4.266], [0.123, -3.448, -5.476], [-0.148, -3.557, -3.197], [-0.013, -2.921, -2.065], [0.433, -1.644, -1.896], [-0.443, -3.613, -0.812], [-0.737, -4.962, -0.801], [-1.163, -5.518, 0.402], [-1.120, -4.751, 1.546], [-0.760, -3.415, 1.452], [-0.424, -2.861, 0.279], [1.712, 0.568, -3.885], [1.447, 0.723, -2.152], [0.277, -2.965, -6.328], [-0.457, -4.252, -5.478], [-0.713, -5.556, -1.719], [-1.366, -6.586, 0.488], [-1.412, -5.180, 2.496], [-0.696, -2.751, 2.292]],
  "relative_energy_ev": 0.0000,
  "gap_ev": 5.897,
  "lumo_energy_ev": -1.477
}


# 6
{
  "formula": "C14H13AsFN3O6RuS3",
  "method": "wB97M-V/def2-TZVPD",
  "species": ["Ru", "C", "S", "C", "S", "N", "N", "C", "C", "C", "C", "C", "C", "N", "H", "H", "H", "H", "H", "H", "H", "H", "O", "As", "O", "O", "C", "C", "C", "C", "C", "C", "S", "O", "O", "O", "H", "H", "H", "H", "H", "F"],
  "xyz": [[-1.120, -0.005, -0.559], [-4.138, 0.217, 3.721], [-4.949, 0.633, 2.165], [-3.640, 0.599, 1.029], [-1.999, 0.427, 1.510], [-3.975, 0.856, -0.203], [-2.895, 0.886, -1.011], [-3.063, 1.259, -2.231], [-1.830, 1.466, -2.944], [-1.693, 2.001, -4.215], [-0.419, 2.269, -4.680], [0.675, 2.011, -3.865], [0.476, 1.458, -2.615], [-0.755, 1.188, -2.177], [-4.916, -0.185, 4.366], [-3.694, 1.096, 4.182], [-3.380, -0.548, 3.571], [-4.052, 1.487, -2.602], [-2.573, 2.207, -4.807], [-0.278, 2.687, -5.668], [1.682, 2.220, -4.193], [1.275, 1.216, -1.932], [2.851, 1.653, 1.096], [1.489, 0.559, 1.392], [0.799, 0.750, 2.848], [0.484, 1.059, 0.109], [2.549, -1.071, 1.410], [3.394, -0.999, 2.526], [4.258, -2.021, 2.865], [4.287, -3.172, 2.091], [3.448, -3.280, 1.001], [2.586, -2.242, 0.661], [0.274, -2.315, -0.768], [-0.215, -1.627, 0.502], [1.866, -2.516, -0.495], [0.280, -1.146, -1.730], [2.556, 2.556, 1.273], [3.357, -0.112, 3.146], [4.898, -1.920, 3.731], [4.954, -3.987, 2.339], [3.439, -4.167, 0.383], [-2.294, -1.448, -1.222]],
  "relative_energy_ev": 0.1102,
  "gap_ev": 7.326,
  "lumo_energy_ev": -1.305
}


Repeat the first record exactly.
{
  "formula": "C23H16BF4N2Os",
  "method": "wB97M-V/def2-TZVPD",
  "species": ["Os", "C", "C", "C", "C", "C", "C", "C", "C", "C", "C", "C", "C", "C", "C", "C", "N", "H", "H", "H", "H", "H", "H", "H", "H", "H", "H", "C", "C", "C", "C", "C", "C", "C", "C", "N", "H", "H", "H", "H", "H", "H", "F", "B", "F", "F", "F"],
  "xyz": [[-0.357, 0.935, 0.079], [0.543, 0.004, 4.054], [1.840, -0.497, 4.010], [2.441, -0.801, 2.800], [1.777, -0.546, 1.602], [0.458, -0.021, 1.640], [-0.146, 0.221, 2.874], [2.392, -0.716, 0.286], [3.635, -1.342, 0.046], [4.139, -1.371, -1.226], [3.437, -0.763, -2.285], [3.904, -0.706, -3.611], [3.174, -0.060, -4.572], [1.942, 0.542, -4.259], [1.443, 0.476, -2.989], [2.183, -0.160, -1.971], [1.713, -0.184, -0.719], [0.074, 0.234, 4.998], [2.387, -0.639, 4.928], [3.448, -1.190, 2.793], [-1.167, 0.594, 2.913], [4.184, -1.791, 0.856], [5.089, -1.841, -1.433], [4.851, -1.167, -3.849], [3.545, 0.002, -5.582], [1.394, 1.059, -5.030], [0.492, 0.924, -2.722], [-1.468, -0.711, -0.627], [-2.752, -0.528, 0.064], [-3.018, -1.244, 1.256], [-4.275, -1.257, 1.805], [-5.309, -0.530, 1.197], [-5.058, 0.225, 0.044], [-3.798, 0.229, -0.509], [-6.603, -0.580, 1.758], [-7.652, -0.645, 2.213], [-1.542, -0.545, -1.711], [-1.037, -1.696, -0.422], [-2.221, -1.808, 1.716], [-4.489, -1.826, 2.698], [-5.869, 0.777, -0.406], [-3.608, 0.791, -1.413], [-0.943, 2.803, -0.953], [-0.014, 3.753, -0.258], [-0.687, 4.362, 0.718], [0.897, 2.754, 0.357], [0.630, 4.482, -1.155]],
  "relative_energy_ev": 0.6941,
  "multiplicity": 5,
  "gap_ev": [7.883, 6.004],
  "total_charge": 1,
  "lumo_energy_ev": [-4.147, -6.237],
  "s2": 6.0495
}